Here is 13 unconnected molecules or ions with the total composition C85H196F9N9O11P from the OMol25 dataset. Energies are from wB97M-V/def2-TZVPD.

Positions of all 311 atoms, in Å:
C: -0.71599 -1.82362 -1.35986
C: -0.84969 -0.93431 -0.11799
C: -2.22577 -0.38780 -0.09160
N: -2.44876 0.86675 0.68499
C: -2.12712 2.03082 -0.19318
C: -1.59380 0.91840 1.93090
C: -2.36783 0.01125 2.91248
C: -3.88772 0.27998 2.54119
C: -3.82397 0.96565 1.19636
H: -0.64472 -1.14606 -2.23381
H: -1.61938 -2.39856 -1.49942
H: 0.19991 -2.41245 -1.26825
H: -0.15257 -0.03882 -0.24928
H: -0.59601 -1.42901 0.84580
H: -3.02324 -1.12484 0.23524
H: -2.69296 -0.09439 -1.04597
H: -1.13028 1.95442 -0.49432
H: -2.27471 2.83092 0.47362
H: -2.81236 2.05503 -0.99910
H: -1.55498 1.93673 2.34211
H: -0.50291 0.57589 1.74471
H: -2.14113 0.19647 3.97473
H: -2.09885 -1.01034 2.69961
H: -4.34953 0.94692 3.24889
H: -4.54273 -0.59084 2.47629
H: -4.10314 1.99507 1.24786
H: -4.50448 0.45856 0.50193
C: 5.98213 5.78482 9.17068
C: 7.35786 5.96709 8.78986
C: 7.67145 4.82400 7.83450
N: 9.05774 4.79148 7.32431
C: 9.59404 6.05400 6.73635
C: 9.10557 3.77973 6.22541
C: 9.06236 2.40073 6.88908
C: 9.63731 2.66962 8.25635
C: 10.04479 4.11954 8.31057
H: 5.80452 4.77675 9.64985
H: 5.26231 5.90690 8.32734
H: 5.69813 6.49334 10.04190
H: 8.10014 5.88933 9.60465
H: 7.40892 6.88465 8.20249
H: 6.95687 4.95739 6.96465
H: 7.49311 3.91152 8.33982
H: 8.92133 6.51182 6.05095
H: 10.57573 5.96998 6.28615
H: 9.66595 6.73634 7.56526
H: 10.05052 4.00984 5.75756
H: 8.35062 4.04756 5.45713
H: 9.56038 1.65333 6.28956
H: 8.04029 2.06243 7.03735
H: 10.48306 1.97128 8.37297
H: 8.94152 2.40238 9.07648
H: 11.06371 4.28024 7.94458
H: 9.87096 4.47032 9.32082
C: -6.48854 5.67508 -0.08814
C: -7.22541 6.84801 0.66027
C: -6.18978 7.87308 1.03040
N: -6.68149 9.15551 1.64287
C: -7.57494 8.82923 2.79590
C: -7.34484 10.00769 0.57859
C: -7.34201 11.45081 1.11034
C: -6.08971 11.52054 2.03861
C: -5.53207 10.02178 2.13258
H: -5.67640 5.22760 0.52040
H: -5.97260 5.96938 -1.04145
H: -7.20634 4.83745 -0.38840
H: -7.67667 6.44205 1.58224
H: -8.00492 7.29264 0.00260
H: -5.58360 8.05657 0.17033
H: -5.58012 7.38182 1.78884
H: -6.95097 8.28957 3.49200
H: -8.37646 8.21201 2.36322
H: -8.03535 9.68678 3.25045
H: -8.34129 9.54748 0.30573
H: -6.59243 9.85982 -0.23639
H: -8.27793 11.70751 1.56497
H: -7.18854 12.08226 0.27718
H: -6.25213 11.91393 3.04680
H: -5.36647 12.17526 1.55777
H: -5.20389 9.64600 3.08536
H: -4.76492 9.83287 1.41066
C: 10.95819 -1.81207 1.30864
C: 9.61875 -2.62568 1.33421
C: 9.28875 -3.14158 -0.04180
N: 8.23778 -4.25179 -0.12818
C: 7.12164 -4.06484 0.85066
C: 8.88182 -5.63644 -0.01303
C: 7.91864 -6.65741 -0.66430
C: 7.05387 -5.77706 -1.60339
C: 7.71547 -4.44244 -1.59032
H: 11.81018 -2.26921 0.73176
H: 11.33591 -1.81637 2.34022
H: 10.69543 -0.82042 0.95970
H: 8.77213 -2.10757 1.78824
H: 9.89125 -3.43888 1.99963
H: 10.16639 -3.49185 -0.58097
H: 8.85666 -2.37399 -0.66831
H: 6.61359 -5.04583 0.93871
H: 6.53751 -3.17658 0.55003
H: 7.59680 -3.91123 1.82036
H: 9.13148 -5.74878 1.00698
H: 9.86527 -5.58943 -0.58188
H: 7.49893 -7.23491 0.08684
H: 8.48500 -7.32096 -1.34638
H: 6.00730 -5.80795 -1.39426
H: 7.15462 -6.15917 -2.60421
H: 7.14481 -3.55736 -1.86895
H: 8.68259 -4.49722 -2.16712
C: -7.31382 -2.35021 -4.26579
N: -7.67227 -3.74306 -3.80083
C: -6.43662 -4.41366 -3.38314
C: -8.50624 -3.67953 -2.57400
C: -8.30967 -4.60825 -4.87376
C: -9.48956 -3.89655 -5.54911
O: -10.49779 -3.72486 -4.56918
H: -6.60680 -1.97276 -3.59207
H: -8.27960 -1.75759 -4.20699
H: -6.97288 -2.42686 -5.30905
H: -5.74089 -4.50709 -4.20127
H: -6.72657 -5.39746 -2.98615
H: -5.93432 -3.86167 -2.59912
H: -7.84747 -3.13167 -1.83805
H: -8.83242 -4.67713 -2.34858
H: -9.48766 -3.26395 -2.83185
H: -8.53396 -5.54349 -4.39737
H: -7.47124 -4.85469 -5.50290
H: -9.81342 -4.40441 -6.44575
H: -9.20545 -2.86292 -5.89625
H: -11.38139 -4.05833 -4.89174
C: -10.10167 -0.92750 3.47584
N: -9.30397 -1.55659 2.39890
C: -9.64583 -3.11559 2.46875
C: -9.79223 -1.14403 0.99568
C: -7.90026 -1.25321 2.79693
C: -6.83810 -2.00468 1.99517
O: -6.67114 -1.32774 0.75077
H: -11.08336 -1.21314 3.26377
H: -10.03372 0.12423 3.28839
H: -9.73998 -1.21925 4.38894
H: -9.16730 -3.48837 3.40975
H: -9.09581 -3.60175 1.63654
H: -10.75473 -3.22447 2.42794
H: -9.38707 -1.82863 0.30540
H: -9.42486 -0.14422 0.76010
H: -10.88219 -1.24742 0.94860
H: -7.81301 -1.52361 3.81684
H: -7.75786 -0.15436 2.62406
H: -7.03369 -3.05869 1.84267
H: -5.91264 -2.01838 2.56804
H: -6.21910 -2.08993 0.18808
C: -3.10418 -9.01053 3.69565
N: -3.04953 -10.55674 3.79092
C: -1.73830 -10.82610 4.50247
C: -4.18762 -11.08141 4.62986
C: -3.11155 -11.14129 2.32578
C: -2.64798 -12.59107 2.05160
O: -1.27580 -12.68511 2.29980
H: -3.98845 -8.67181 3.20126
H: -2.28443 -8.77545 3.06186
H: -2.91993 -8.62001 4.71878
H: -1.67857 -11.88611 4.74161
H: -1.80989 -10.23726 5.38886
H: -0.93193 -10.52895 3.86945
H: -3.92262 -11.10959 5.68485
H: -4.34525 -12.14672 4.45396
H: -5.01790 -10.45419 4.45896
H: -2.54678 -10.45656 1.65964
H: -4.21114 -10.95402 2.19617
H: -2.95054 -12.74619 0.99438
H: -3.19859 -13.25464 2.66095
H: -0.79725 -13.01509 1.54996
C: -7.63248 4.43616 10.43390
N: -6.49838 4.10044 9.53898
C: -5.47132 5.22079 9.72049
C: -5.83399 2.71218 9.79618
C: -7.10477 3.96708 8.09851
C: -6.07241 3.99551 6.99216
O: -5.47151 2.71517 6.76368
H: -8.38404 3.56502 10.34588
H: -8.17732 5.32473 10.12488
H: -7.42686 4.51723 11.53064
H: -5.18883 5.14416 10.74920
H: -5.96341 6.17564 9.63295
H: -4.62735 5.05109 9.10862
H: -5.20922 2.48932 8.91431
H: -6.59217 1.97055 9.85692
H: -5.42750 2.74039 10.84409
H: -7.74040 4.80950 8.03208
H: -7.68003 3.03240 8.08628
H: -5.35857 4.77193 7.25985
H: -6.60518 4.31051 6.10836
H: -4.95153 2.72231 5.87355
C: 0.62210 2.28279 -13.29253
N: -0.39329 3.18617 -13.95691
C: 0.17715 4.63573 -14.13542
C: -0.63970 2.57547 -15.25666
C: -1.81791 3.27496 -13.24228
C: -1.72690 3.85835 -11.82271
O: -1.32218 2.92156 -10.91863
H: 0.96062 2.71536 -12.32490
H: 1.50897 2.13002 -13.91694
H: 0.18471 1.33625 -13.10007
H: -0.67248 5.26117 -14.36005
H: 0.86750 4.58101 -14.98815
H: 0.83620 4.88905 -13.33468
H: -1.13703 1.65071 -15.14241
H: 0.28799 2.43280 -15.76764
H: -1.28834 3.25120 -15.79298
H: -2.23754 2.31165 -13.43208
H: -2.39200 3.95715 -13.87962
H: -2.70536 4.24712 -11.49860
H: -0.94326 4.66273 -11.78433
H: -1.91157 2.21498 -10.91928
C: 5.72537 4.21986 -5.86560
C: 5.21334 2.75979 -5.54451
C: 6.22000 1.72069 -5.65693
C: 5.72771 0.54907 -4.84837
P: 6.94965 -0.75192 -4.79499
C: 7.52341 -1.29226 -6.49751
C: 8.04592 -2.73663 -6.48416
C: 8.31208 -3.37928 -7.85485
C: 8.91677 -4.77762 -7.61551
C: 8.36392 -0.20918 -3.84787
C: 9.53710 -1.13469 -3.63441
C: 10.46088 -0.65520 -2.48697
C: 10.72529 0.83427 -2.36689
C: 6.35966 -2.25985 -4.00184
C: 4.98059 -2.63341 -4.54209
C: 4.36465 -3.74007 -3.66789
C: 2.85855 -3.85020 -3.94400
H: 6.55377 4.56618 -5.21893
H: 4.95391 4.96764 -5.92577
H: 6.15656 4.21010 -6.88385
H: 4.39973 2.43367 -6.17394
H: 4.76398 2.79129 -4.56309
H: 7.23091 2.00479 -5.29867
H: 6.40520 1.33035 -6.70843
H: 4.82358 0.14347 -5.26548
H: 5.48836 0.78868 -3.80308
H: 8.35660 -0.66576 -6.85286
H: 6.62372 -1.29611 -7.12299
H: 7.41806 -3.42309 -5.88871
H: 8.99021 -2.88116 -5.94336
H: 9.09147 -2.85611 -8.40855
H: 7.47326 -3.39291 -8.50254
H: 9.82132 -4.59106 -7.00839
H: 9.22287 -5.22847 -8.52464
H: 8.33175 -5.50858 -7.05741
H: 7.96937 0.13650 -2.88266
H: 8.69536 0.75315 -4.29175
H: 9.99739 -1.35735 -4.61219
H: 9.06646 -2.02078 -3.22312
H: 11.48777 -1.16339 -2.47877
H: 10.10980 -0.97351 -1.49128
H: 11.75840 1.07057 -2.01578
H: 10.08147 1.26689 -1.65618
H: 10.73225 1.43390 -3.27637
H: 6.35560 -2.12263 -2.90700
H: 7.11918 -3.01277 -4.14694
H: 5.01665 -3.08358 -5.54450
H: 4.35684 -1.74053 -4.53478
H: 4.58008 -3.55135 -2.64689
H: 4.75548 -4.70029 -3.92356
H: 2.36151 -4.66491 -3.37434
H: 2.62161 -4.13607 -4.94399
H: 2.28680 -3.00009 -3.64420
C: -4.85595 -4.46934 0.41860
O: -5.81297 -5.21001 1.20835
O: -5.35409 -3.42793 -0.27193
C: -3.74974 -3.98920 1.33050
F: -4.05022 -2.76438 1.92107
F: -3.43849 -4.79690 2.31925
F: -2.62274 -3.80261 0.52109
C: -7.04951 -5.52852 0.56590
C: -7.07128 -6.95548 -0.09927
H: -7.94647 -6.99346 -0.70800
H: -6.19907 -7.20678 -0.68567
H: -7.23207 -7.75096 0.66191
H: -7.30445 -4.78353 -0.19454
H: -7.73005 -5.67922 1.44241
H: -4.31470 -5.27057 -0.17144
C: 5.70673 -0.72088 -0.71703
O: 6.49874 -0.14219 0.27971
O: 6.18663 -1.93906 -1.06545
C: 4.21807 -0.80869 -0.05515
F: 3.95616 -2.03436 0.31196
F: 4.00726 -0.08932 1.09040
F: 3.26193 -0.47112 -0.95646
C: 6.38672 1.28501 0.37454
C: 7.69094 1.78106 0.99234
H: 7.68889 1.44374 2.04188
H: 8.52515 1.23638 0.51044
H: 7.95878 2.87496 0.98929
H: 5.48741 1.51573 0.91341
H: 6.26938 1.75667 -0.60408
H: 5.64263 0.00735 -1.50458
C: -3.54298 3.73435 4.22071
O: -3.14149 4.02034 2.88227
O: -4.43042 2.76851 4.41770
C: -2.20540 3.31595 4.95580
F: -2.40920 3.65323 6.28924
F: -2.03983 1.97248 4.87620
F: -1.02801 3.86381 4.59338
C: -3.04489 5.34970 2.39327
C: -2.29517 5.38897 1.08840
H: -2.64944 4.65681 0.41421
H: -2.42665 6.34821 0.63931
H: -1.22343 5.29535 1.23532
H: -2.38904 5.93498 3.07631
H: -3.99401 5.75508 2.22193
H: -3.87706 4.71574 4.61911

Atoms 1-6, force components in eV/Å:
C 0.5 1.0 0.1
C 1.3 1.1 -0.3
C -3.4 -0.8 0.1
N 1.6 0.5 0.3
C -0.8 -0.9 1.5
C 1.3 -0.7 1.3

Output
2S+1: 1
E_tot: -5914.153627 Ha
Net charge: +7
HOMO level: -16.47 eV
Max |F|: 0.093 Eh/bohr